No. 1
One molecule with the formula C4H4N2, computed with ωB97M-V with the def2-TZVPD basis set.

The geometry in XYZ format:
```
10
C4H4N2 | OMol25 | ωB97M-V with the def2-TZVPD basis set
C -1.2583 0.2113 0.5985
C -0.4544 1.1527 1.3540
N 0.8955 1.1489 0.9607
C 1.3304 0.3837 0.0075
N 0.5582 -0.4866 -0.6905
C -0.7660 -0.5870 -0.3889
H -2.3174 0.1342 0.8340
H 0.9677 -1.0603 -1.4143
H 2.3781 0.4119 -0.2909
H -1.3339 -1.3088 -0.9702
```

The value obtained for the molar mass is 80.09 g/mol. For the highest occupied orbital energy, the calculation gives -7.3 eV. As for the total charge: 0. Its largest force on an atom is 0.0103 Eh/bohr. The value obtained for the LUMO energy is 0.28 eV. The calculation puts the orbital gap at 7.543 eV.

These are the Löwdin partial charges, in e, on atoms 1 to 8:
1 C -0.14
2 C -0.10
3 N 0.00
4 C -0.19
5 N 0.06
6 C -0.10
7 H 0.08
8 H 0.15

---

No. 2
One molecule with the formula C4H4N2 at a distorted geometry, computed with ωB97M-V with the def2-TZVPD basis set.

The geometry in XYZ format:
```
10
C4H4N2 | OMol25 | ωB97M-V with the def2-TZVPD basis set
C 1.5554 0.0076 0.0743
C 0.2010 0.1500 -0.0680
C -0.6346 -1.0488 -0.1188
C -0.9469 1.1497 -0.0944
H 2.0465 -0.9505 0.1175
H 2.3912 0.8685 -0.0041
H 0.0847 -2.0711 0.1850
H -0.7748 2.2693 -0.2231
N -1.9090 -0.9255 -0.0450
N -2.0134 0.5508 0.1766
```

The value obtained for the molar mass is 80.09 g/mol. Its SMILES is C=C1C=NN=C1. For the highest occupied orbital energy, the calculation gives -10.1 eV. As for the total charge: 0. Its largest force on an atom is 0.1111 Eh/bohr. The value obtained for the LUMO energy is -0.82 eV. The calculation puts the orbital gap at 9.281 eV.

These are the Löwdin partial charges, in e, on atoms 1 to 8:
1 C 0.08
2 C -0.27
3 C -0.22
4 C -0.15
5 H 0.04
6 H 0.12
7 H 0.18
8 H 0.13

---

No. 3
One molecule with the formula C4H4N2 at a distorted geometry, computed with ωB97M-V with the def2-TZVPD basis set.

The geometry in XYZ format:
```
10
C4H4N2 | OMol25 | ωB97M-V with the def2-TZVPD basis set
C 1.1611 0.9482 -0.0198
C 1.4740 -0.4304 -0.0820
N 0.3568 -1.1911 -0.0556
C -0.9517 -0.7398 0.0207
C -1.0938 0.6259 0.0717
N -0.0363 1.4780 0.0526
H 2.0185 1.6128 -0.0335
H 0.8864 -2.0544 -0.1025
H -1.8166 -1.4067 0.0393
H -2.0696 1.1097 0.1325
```

The value obtained for the molar mass is 80.09 g/mol. For the highest occupied orbital energy, the calculation gives -8.3 eV. As for the total charge: 0. Its largest force on an atom is 0.0511 Eh/bohr. The value obtained for the LUMO energy is 0.09 eV. The calculation puts the orbital gap at 8.396 eV.

These are the Löwdin partial charges, in e, on atoms 1 to 8:
1 C -0.19
2 C -0.09
3 N 0.00
4 C -0.06
5 C -0.14
6 N 0.07
7 H 0.08
8 H 0.12

---

No. 4
One molecule with the formula C4H4N2 at a distorted geometry, computed with ωB97M-V with the def2-TZVPD basis set.

The geometry in XYZ format:
```
10
C4H4N2 | OMol25 | ωB97M-V with the def2-TZVPD basis set
C 0.5497 0.7825 -0.3983
C 1.2649 -0.4512 -0.1420
N 0.7040 -1.5844 0.1573
N -0.6433 -1.6065 -0.0407
C -1.2320 -0.4699 0.1786
C -0.5809 0.8076 0.3412
H 0.8707 1.5604 -1.0877
H 2.3182 -0.3232 0.0959
H -2.2772 -0.3698 -0.0955
H -1.0275 1.6694 0.8358
```

The value obtained for the molar mass is 80.09 g/mol. Its SMILES is c1ccnnc1. For the highest occupied orbital energy, the calculation gives -9.7 eV. As for the total charge: 0. Its largest force on an atom is 0.0234 Eh/bohr. The value obtained for the LUMO energy is 0.02 eV. The calculation puts the orbital gap at 9.686 eV.

These are the Löwdin partial charges, in e, on atoms 1 to 8:
1 C -0.06
2 C -0.16
3 N 0.00
4 N 0.00
5 C -0.17
6 C -0.05
7 H 0.11
8 H 0.11

---

No. 5
One molecule with the formula C4H4N2 at a distorted geometry, computed with ωB97M-V with the def2-TZVPD basis set.

The geometry in XYZ format:
```
10
C4H4N2 | OMol25 | ωB97M-V with the def2-TZVPD basis set
C 0.8024 0.6320 1.1334
C -0.0386 0.1551 0.1371
C 0.6197 -0.6432 -0.8681
C -1.2846 0.2765 -0.1048
H 1.8700 0.3356 0.8091
H 0.6471 0.8462 2.1970
H 1.6011 -1.1068 -0.9217
H -2.2170 0.5033 0.5458
N -0.3595 -0.7792 -1.6852
N -1.6406 -0.2195 -1.2427
```

The value obtained for the molar mass is 80.09 g/mol. Its SMILES is C=C1C=NN=C1. For the highest occupied orbital energy, the calculation gives -9.6 eV. As for the total charge: 0. Its largest force on an atom is 0.2575 Eh/bohr. The value obtained for the LUMO energy is -1.20 eV. The calculation puts the orbital gap at 8.438 eV.

These are the Löwdin partial charges, in e, on atoms 1 to 8:
1 C 0.18
2 C -0.41
3 C -0.12
4 C -0.23
5 H 0.09
6 H 0.08
7 H 0.12
8 H 0.16

---

No. 6
A 2-piece molecular cluster, C4H4N2O overall, computed with ωB97M-V with the def2-TZVPD basis set.

The geometry in XYZ format:
```
11
C4H4N2O | OMol25 | ωB97M-V with the def2-TZVPD basis set
O 0.1883 -0.4225 -2.9635
C 0.1119 -0.0515 -1.8207
C -0.4923 -1.0569 -0.7904
C -0.4649 -0.3918 0.3252
N -0.1647 0.6691 0.8816
C 0.3815 1.5091 -0.0985
N 0.5160 1.1959 -1.3350
H -0.8042 -2.0307 -1.1219
H 0.1421 -1.2327 3.5348
H -0.1094 -0.6685 3.1216
H 0.6956 2.4805 0.2669
```

The value obtained for the molar mass is 96.09 g/mol. Its SMILES is O=C1C=C=NC=N1.[H][H]. For the highest occupied orbital energy, the calculation gives -9.7 eV. As for the total charge: 0. Its largest force on an atom is 0.0113 Eh/bohr. The value obtained for the LUMO energy is -1.49 eV. The calculation puts the orbital gap at 8.186 eV.

These are the Löwdin partial charges, in e, on atoms 1 to 8:
1 O 0.08
2 C -0.45
3 C 0.07
4 C -0.07
5 N 0.11
6 C -0.16
7 N 0.15
8 H 0.12